C19H38AsNO4PtSSb | ωB97M-V/def2-TZVPD

```
66
Properties=species:S:1:pos:R:3:forces:R:3
Pt 0.22643 -0.88389 0.35425 -0.27 -0.13 0.13
O 2.23725 -1.11951 0.27090 0.00 -0.09 0.08
N 2.30820 -1.54367 -0.96668 0.23 0.35 -0.15
O 3.35403 -1.76651 -1.48554 -0.15 -0.08 0.15
O 1.18243 -1.61976 -1.53321 0.07 -0.11 -0.01
C 2.44170 -1.32731 3.70806 0.01 -0.01 0.02
C 1.27432 -0.34955 3.79321 -0.01 -0.04 0.01
As -0.21960 -0.85008 2.66465 0.08 -0.12 0.06
C -0.85266 -2.56005 3.34595 -0.01 0.01 0.02
C -0.20610 -3.76358 2.67300 0.01 -0.01 -0.01
C -1.65635 0.36104 3.15327 -0.02 -0.08 0.03
C -1.49474 1.77232 2.61236 -0.01 0.04 0.01
H 3.28001 -0.95873 4.29874 -0.01 -0.01 0.00
H 2.78603 -1.45694 2.68267 0.00 0.01 -0.01
H 2.16818 -2.30575 4.10380 0.00 0.00 0.00
H 1.57652 0.65315 3.49571 0.02 0.05 -0.03
H 0.87941 -0.28609 4.81032 0.00 0.01 -0.02
H -1.93339 -2.56039 3.18977 0.02 0.01 0.00
H -0.67825 -2.55341 4.42502 -0.01 -0.01 -0.03
H -0.34877 -3.72397 1.59166 0.00 -0.01 0.02
H -0.64844 -4.68728 3.04605 0.01 0.00 0.00
H 0.86665 -3.80620 2.86123 -0.01 0.00 -0.02
H -1.70380 0.35279 4.24505 -0.01 -0.01 -0.02
H -2.57032 -0.10415 2.78068 0.01 0.02 0.00
H -0.59154 2.25119 2.99189 0.00 0.01 0.00
H -2.34386 2.39090 2.90427 0.01 0.00 0.00
H -1.43923 1.76608 1.52318 0.00 0.01 -0.03
C 2.01708 3.15333 1.44410 0.06 0.04 0.01
C 1.11835 3.50642 0.26729 -0.02 -0.07 0.01
Sb 0.51546 1.79880 -0.89254 -0.05 0.21 -0.30
C -1.07540 2.78144 -1.97532 0.01 -0.05 0.03
C -0.73263 4.16129 -2.52236 -0.01 0.00 0.00
C 2.05245 1.89261 -2.39322 -0.03 -0.04 0.01
C 3.45815 1.89079 -1.79850 0.00 0.01 -0.03
H 2.26645 4.03998 2.02995 0.01 -0.01 -0.01
H 2.95212 2.69660 1.11922 0.02 -0.01 -0.01
H 1.52767 2.44458 2.11113 -0.03 -0.05 0.05
H 1.61427 4.19421 -0.41854 0.00 0.02 -0.01
H 0.20294 3.99275 0.60896 -0.02 0.01 0.00
H -1.92024 2.83382 -1.28325 0.00 0.00 -0.01
H -1.37608 2.10546 -2.77963 0.00 0.01 0.01
H -0.41672 4.84226 -1.73215 0.00 0.01 0.01
H -1.59882 4.61026 -3.01157 0.01 0.01 -0.01
H 0.06867 4.11435 -3.25949 0.01 0.01 -0.01
H 1.88632 2.79816 -2.97775 -0.01 -0.01 -0.01
H 1.90241 1.03870 -3.05723 0.01 0.01 0.01
H 3.63091 2.77847 -1.18926 0.00 0.02 0.01
H 4.21079 1.88876 -2.58746 0.01 0.00 0.00
H 3.64457 1.01898 -1.17058 0.00 -0.05 0.02
C -4.09812 -1.17590 -0.97257 0.05 -0.03 0.03
S -2.42378 -0.58084 -1.11560 -0.03 0.04 -0.01
O -1.84456 -1.04654 0.24979 0.09 0.09 -0.05
C -1.76742 -1.69689 -2.31971 -0.04 -0.01 0.05
C -1.56475 -3.03235 -1.99369 0.00 0.02 -0.03
C -0.99924 -3.86463 -2.94214 -0.01 -0.02 0.02
C -0.65065 -3.36213 -4.19069 0.01 0.00 -0.01
C -0.85726 -2.02701 -4.50057 -0.02 0.00 0.01
C -1.41417 -1.17779 -3.55591 0.03 0.01 0.01
H -4.07339 -2.23056 -0.70678 -0.01 -0.01 0.00
H -4.58338 -1.02901 -1.93531 -0.01 0.01 -0.03
H -4.59405 -0.58597 -0.20511 0.00 0.01 0.01
H -1.81572 -3.39977 -1.00720 -0.01 -0.01 0.03
H -0.82058 -4.90498 -2.70828 0.00 -0.01 0.00
H -0.20364 -4.01854 -4.92455 0.01 -0.01 -0.01
H -0.57187 -1.64240 -5.46899 0.00 0.01 -0.03
H -1.56028 -0.12737 -3.77474 0.00 0.02 0.00
```
Positions in Å, forces in eV/Å.

Summary:
**Electronic energy**: -111447.5603 eV
**Orbital gap**: 7.28 eV
**Net charge**: +1
**Maximum force**: 0.0085 Eh/bohr
**Molecular weight**: 768.343 u

Electronic structure analysis, natural (NBO) charges in units of e: Pt 0.70; O -0.49; N 0.71; O -0.31; O -0.51; C -0.62; C -0.72; As 1.17; C -0.72; C -0.62; C -0.72; C -0.62; H 0.23; H 0.23; H 0.21; H 0.24; H 0.23; H 0.23; H 0.23; H 0.21; H 0.23; H 0.22; H 0.23; H 0.24; H 0.21; H 0.23; H 0.21; C -0.61; C -0.73; Sb 0.93; C -0.72; C -0.63; C -0.72; C -0.62; H 0.22; H 0.21; H 0.19; H 0.23; H 0.22; H 0.22; H 0.21; H 0.21; H 0.22; H 0.21; H 0.22; H 0.23; H 0.20; H 0.23; H 0.21; C -0.80; S 1.25; O -0.95; C -0.21; C -0.22; C -0.19; C -0.16; C -0.18; C -0.22; H 0.25; H 0.26; H 0.25; H 0.23; H 0.23; H 0.23; H 0.23; H 0.23